{"formula": "ClH3O2SSi", "method": "ωB97M-V/def2-TZVPD", "elements": ["O", "O", "Si", "S", "Cl", "H", "H", "H"], "coordinates": [[1.510, 0.214, 1.217], [-0.634, -0.642, 2.127], [-0.420, 0.622, -0.900], [0.265, -0.437, 0.929], [0.801, -2.277, -0.058], [0.434, 0.412, -2.092], [-1.829, 0.218, -0.791], [-0.126, 1.888, -0.433]], "lowdin_charge": [-0.4321, -0.4012, 0.6317, 0.2156, 0.2001, -0.0526, -0.0583, -0.1031], "multiplicity": 1, "lumo_energy_ev": -0.714, "max_force_ev_per_a": 4.44, "mol_weight_g_mol": 130.6, "smiles": "O=S(=O)([SiH3])Cl", "homo_lumo_gap_ev": 10.33}



{"formula": "C30H64Cl2N4O32", "method": "ωB97M-V/def2-TZVPD", "elements": ["Cl", "C", "C", "Cl", "H", "H", "H", "H", "C", "N", "O", "O", "H", "H", "H", "C", "N", "O", "O", "H", "H", "H", "C", "N", "O", "O", "H", "H", "H", "C", "N", "O", "O", "H", "H", "H", "C", "O", "C", "O", "O", "C", "H", "H", "H", "H", "H", "H", "C", "O", "C", "O", "O", "C", "H", "H", "H", "H", "H", "H", "C", "O", "C", "O", "O", "C", "H", "H", "H", "H", "H", "H", "C", "O", "C", "O", "O", "C", "H", "H", "H", "H", "H", "H", "C", "O", "C", "O", "O", "C", "H", "H", "H", "H", "H", "H", "C", "O", "C", "O", "O", "C", "H", "H", "H", "H", "H", "H", "C", "O", "C", "O", "O", "C", "H", "H", "H", "H", "H", "H", "C", "O", "C", "O", "O", "C", "H", "H", "H", "H", "H", "H"], "coordinates": [[21.334, -5.334, 7.888], [19.751, -4.495, 7.674], [19.274, -4.653, 6.240], [18.711, -6.285, 5.876], [19.884, -3.428, 7.851], [19.037, -4.843, 8.415], [20.103, -4.500, 5.552], [18.508, -3.905, 6.039], [23.265, -7.384, 6.284], [22.007, -7.491, 5.467], [21.404, -8.536, 5.591], [21.827, -6.643, 4.618], [23.094, -7.624, 7.328], [23.668, -6.378, 6.208], [23.933, -8.104, 5.819], [26.427, 0.461, 0.879], [26.909, 1.694, 1.555], [28.048, 2.042, 1.325], [26.100, 2.362, 2.161], [26.344, -0.361, 1.585], [27.123, 0.119, 0.117], [25.508, 0.735, 0.370], [21.068, 1.401, 0.849], [21.889, 0.625, -0.108], [22.820, -0.023, 0.343], [21.635, 0.718, -1.282], [20.572, 0.684, 1.501], [20.351, 1.996, 0.289], [21.577, 2.106, 1.504], [20.955, 5.545, 3.269], [21.950, 4.442, 3.255], [22.868, 4.487, 2.464], [21.866, 3.580, 4.117], [21.096, 6.145, 4.160], [19.979, 5.064, 3.245], [21.071, 6.086, 2.336], [26.148, -4.094, 6.959], [26.346, -5.449, 7.289], [27.295, -6.170, 6.708], [28.099, -5.774, 5.911], [27.189, -7.406, 7.183], [28.132, -8.322, 6.610], [27.075, -3.530, 7.088], [25.432, -3.642, 7.643], [25.742, -3.912, 5.963], [28.234, -9.192, 7.256], [29.105, -7.875, 6.443], [27.699, -8.727, 5.697], [24.042, 4.836, 6.349], [24.966, 5.843, 5.984], [24.493, 6.945, 5.421], [23.412, 7.026, 4.883], [25.299, 7.950, 5.724], [25.125, 9.140, 4.952], [24.355, 4.283, 7.224], [23.865, 4.108, 5.554], [23.067, 5.284, 6.555], [24.069, 9.356, 4.813], [25.619, 9.002, 3.989], [25.605, 9.980, 5.446], [23.993, -0.026, 9.440], [25.362, 0.146, 9.116], [26.296, -0.776, 9.312], [27.441, -0.582, 9.068], [25.782, -1.875, 9.903], [26.750, -2.847, 10.277], [23.871, 0.157, 10.508], [23.734, -1.063, 9.202], [23.331, 0.564, 8.815], [26.239, -3.488, 10.992], [27.615, -2.413, 10.773], [27.096, -3.487, 9.466], [18.527, 5.249, 7.295], [18.612, 3.816, 7.327], [19.843, 3.309, 7.274], [20.870, 3.920, 7.364], [19.738, 2.005, 7.137], [20.907, 1.293, 6.771], [18.682, 5.631, 6.288], [19.289, 5.624, 7.976], [17.522, 5.480, 7.633], [21.759, 1.550, 7.404], [21.264, 1.543, 5.771], [20.740, 0.227, 6.881], [20.954, -1.931, 2.151], [19.690, -1.412, 2.554], [19.468, -1.292, 3.861], [20.170, -1.715, 4.732], [18.259, -0.772, 3.976], [17.558, -0.802, 5.222], [21.183, -2.041, 1.093], [21.087, -2.927, 2.577], [21.702, -1.234, 2.530], [16.535, -0.577, 4.949], [17.993, -0.079, 5.912], [17.670, -1.783, 5.685], [26.394, 0.884, 6.036], [26.424, 2.266, 6.332], [27.005, 2.665, 7.436], [27.823, 2.079, 8.095], [26.543, 3.885, 7.734], [27.194, 4.672, 8.732], [27.364, 0.413, 6.198], [26.184, 0.716, 4.978], [25.605, 0.370, 6.580], [28.232, 4.370, 8.856], [26.677, 4.613, 9.688], [27.123, 5.669, 8.299], [22.787, -3.110, 6.133], [23.154, -2.273, 5.068], [23.306, -0.962, 5.242], [23.309, -0.422, 6.318], [23.487, -0.448, 4.046], [23.319, 0.976, 3.871], [22.569, -4.113, 5.785], [21.819, -2.768, 6.529], [23.323, -3.104, 7.084], [24.044, 1.405, 3.183], [23.371, 1.516, 4.811], [22.362, 0.983, 3.349], [26.721, -7.654, 3.174], [26.439, -6.270, 2.982], [25.180, -5.973, 2.722], [24.285, -6.775, 2.626], [25.092, -4.665, 2.547], [23.880, -4.123, 2.056], [26.618, -8.215, 2.244], [26.155, -8.070, 3.999], [27.799, -7.681, 3.333], [23.001, -4.667, 2.416], [23.765, -4.187, 0.975], [23.771, -3.120, 2.461]], "lowdin_charge": [0.6314, -0.5843, -0.6800, 0.6011, 0.0700, 0.0720, 0.0401, 0.0569, 0.0057, -0.4529, 0.0549, 0.0299, 0.0809, 0.0694, 0.0975, 0.0461, -0.4442, 0.0730, 0.0565, 0.1009, 0.0944, 0.0860, 0.0524, -0.4274, 0.0414, 0.0912, 0.0843, 0.1021, 0.0802, 0.0536, -0.4239, 0.0797, 0.0300, 0.0912, 0.0963, 0.0979, -0.0474, 0.0024, -0.6254, 0.1410, 0.0085, -0.0305, 0.1049, 0.0779, 0.1001, 0.0944, 0.0985, 0.0766, -0.0349, 0.0246, -0.6078, 0.1033, 0.0162, -0.0323, 0.0845, 0.0832, 0.0874, 0.0891, 0.0999, 0.0917, -0.0304, -0.0015, -0.6123, 0.1572, -0.0286, -0.0417, 0.1022, 0.0896, 0.0732, 0.0980, 0.1004, 0.0773, -0.0232, 0.0006, -0.6314, 0.1294, 0.0171, -0.0402, 0.0903, 0.0950, 0.0934, 0.0827, 0.0785, 0.0888, -0.0376, 0.0024, -0.6115, 0.1414, 0.0087, -0.0030, 0.0979, 0.0984, 0.0715, 0.0998, 0.0920, 0.0805, -0.0253, 0.0299, -0.6133, 0.1337, -0.0396, -0.0204, 0.1045, 0.0859, 0.0742, 0.0935, 0.0945, 0.0940, -0.1005, 0.0001, -0.6133, 0.1158, -0.0034, -0.0104, 0.0550, 0.0686, 0.0763, 0.0800, 0.0843, 0.0701, -0.0391, 0.0127, -0.6281, 0.1223, 0.0191, -0.0414, 0.1018, 0.0845, 0.0970, 0.0878, 0.1031, 0.0816], "multiplicity": 1, "lumo_energy_ev": -0.122, "max_force_ev_per_a": 2.65, "mol_weight_g_mol": 1063.7, "homo_lumo_gap_ev": 9.87}



{"formula": "IO3P", "method": "ωB97M-V/def2-TZVPD", "elements": ["O", "O", "O", "P", "I"], "coordinates": [[-0.216, -1.559, -0.724], [-1.646, 0.410, 0.073], [1.336, 1.542, -1.451], [-0.311, -0.136, -0.146], [0.837, -0.258, 2.248]], "lowdin_charge": [-0.5911, -0.5437, -0.8240, 0.1090, -0.1502], "multiplicity": 1, "charge": -2, "lumo_energy_ev": [5.434, 5.434], "max_force_ev_per_a": 4.71, "mol_weight_g_mol": 205.9, "homo_lumo_gap_ev": [5.07, 5.07]}